Record 1
C27H29BF3N5O5S6Tc | ωB97M-V/def2-TZVPD

```
77
Properties=species:S:1:pos:R:3:forces:R:3:lowdin_charge:R:1
Tc 0.043256 0.084536 -0.150977 1.0 -1.5 -0.4 0.8354
S -2.006949 -3.635712 2.511810 -0.1 -0.4 -0.5 0.5286
C -1.655060 -2.664440 1.208888 0.2 1.2 0.5 -1.8508
S -1.119514 -1.029222 1.566094 0.1 -0.2 0.0 0.4448
S -1.904141 -3.225925 -0.339015 -0.1 -0.5 0.2 0.7094
C 1.620939 -3.916608 1.492912 -0.2 0.0 0.1 -0.0247
N 2.657103 -2.962206 1.155526 0.3 0.2 -0.1 -0.1015
C 3.865118 -2.835523 1.802677 0.1 0.1 0.1 -0.0360
C 4.541526 -1.846693 1.174250 0.1 -0.1 0.1 -0.0524
N 3.752714 -1.363675 0.159400 0.0 -0.2 -0.1 -0.0228
B 4.158925 -0.226715 -0.807128 -0.2 -0.1 0.1 -0.4407
N 3.980560 1.139455 -0.040726 -0.1 0.3 0.1 0.0168
C 4.833761 2.195776 -0.250893 0.1 0.1 0.1 -0.0793
C 4.437265 3.235340 0.517324 0.1 0.1 -0.1 -0.0477
N 3.324760 2.810400 1.204878 0.1 -0.2 -0.3 -0.1222
C 2.589577 3.572832 2.188658 -0.1 0.1 0.1 -0.0376
C 3.048515 1.529870 0.837243 0.0 0.0 0.1 -0.6354
S 1.744558 0.669574 1.573563 -0.3 -0.1 0.2 0.6620
C 2.602183 -2.045386 0.169683 -0.3 -0.1 0.0 -0.6888
S 1.267193 -1.840570 -0.904386 0.0 0.2 -0.3 0.6620
H 2.080486 -4.835679 1.851353 0.0 0.0 0.0 0.0975
H 1.024140 -4.123902 0.608299 0.0 0.0 0.0 0.0607
H 0.969714 -3.512752 2.267362 0.0 0.0 0.0 0.0687
H 4.119059 -3.445217 2.650844 0.0 0.0 0.0 0.1221
H 5.530939 -1.462034 1.344703 0.0 0.0 0.0 0.1237
H 5.329075 -0.336049 -1.053885 0.2 0.1 0.0 0.0786
H 3.455748 -0.232705 -1.771928 0.0 0.0 -0.1 0.0569
H 5.667129 2.112449 -0.925110 0.0 0.0 0.0 0.1260
H 4.854385 4.218042 0.644715 0.0 0.0 0.0 0.1204
H 3.048210 4.554746 2.279657 0.0 0.0 0.0 0.0932
H 2.603473 3.063165 3.150445 0.0 0.0 0.0 0.0899
H 1.551272 3.686073 1.879732 0.0 0.0 0.0 0.0664
F -1.961660 6.587226 -0.068475 0.0 -0.1 0.0 0.1445
C -2.813714 5.718546 0.516449 -0.1 0.4 0.0 -0.5834
F -3.985702 5.836443 -0.124036 0.0 -0.1 0.1 0.1525
F -2.987537 6.137234 1.777635 0.0 -0.1 0.0 0.1503
C -2.276495 4.320379 0.449606 0.2 -0.4 0.0 -0.0955
C -1.547862 3.778263 1.497266 -0.2 0.3 0.0 0.0282
C -0.993865 2.523761 1.347164 0.1 -0.3 0.1 -0.1300
N -1.101626 1.799518 0.223097 -0.9 1.3 0.2 -0.1025
C -1.873186 2.306185 -0.753497 -0.1 -0.1 0.0 -0.1079
C -2.472455 3.547106 -0.684481 0.0 0.3 0.1 0.0333
H -1.427440 4.319630 2.424644 0.1 0.0 0.0 0.1294
H -0.432999 2.059626 2.146408 0.1 0.0 0.0 0.0670
H -2.044054 1.677430 -1.611057 0.1 -0.2 -0.1 0.1044
H -3.092254 3.901973 -1.495625 0.0 0.0 -0.1 0.1335
O -0.383910 -0.379070 -3.555368 -0.1 0.2 0.5 -0.0044
C -1.322259 -0.695373 -2.817051 0.8 0.0 -0.8 -0.6216
O -1.370344 -0.537480 -1.538325 -0.3 0.6 0.3 -0.3196
C -2.544508 -1.316076 -3.412173 -0.2 0.0 0.2 -0.1476
C -2.476625 -1.921713 -4.657182 0.1 0.1 0.1 -0.0132
C -3.596231 -2.527131 -5.227377 -0.1 -0.1 -0.1 0.0178
C -4.764264 -2.475568 -4.507505 0.0 0.2 0.3 -0.2086
O -5.993027 -2.974502 -4.838857 0.1 0.0 -0.2 0.0335
C -6.843994 -2.701042 -3.732636 -0.4 -0.2 0.1 -0.1424
O -6.120231 -1.924499 -2.791503 0.0 0.1 0.1 0.0345
C -4.837922 -1.848406 -3.267873 0.1 -0.1 -0.3 -0.1972
C -3.744961 -1.266883 -2.685284 -0.1 -0.1 -0.1 0.0489
H -1.526110 -1.925840 -5.172024 0.0 0.0 0.0 0.1175
H -3.548416 -3.018632 -6.188609 0.0 0.0 0.0 0.1183
H -7.162124 -3.642194 -3.269826 0.1 0.0 0.0 0.1369
H -7.724691 -2.149295 -4.072101 0.1 0.1 0.0 0.1350
H -3.784423 -0.803799 -1.710634 0.0 0.0 0.0 0.1260
O 1.152438 1.464858 -1.378533 -0.2 -0.3 0.0 -0.6754
S 0.718015 2.246257 -2.614545 0.8 0.4 0.2 1.0246
C 2.057248 1.911245 -3.791439 -0.2 -0.1 0.0 -0.2865
C 3.249091 2.691788 -3.272746 0.0 0.1 0.0 -0.2279
C 2.718553 4.091680 -2.978166 0.0 -0.2 -0.1 -0.2211
C 1.446632 3.894385 -2.157159 -0.3 0.1 -0.4 -0.2694
H 1.715832 2.250751 -4.771059 0.0 0.0 0.0 0.1048
H 2.181630 0.831412 -3.798524 -0.1 -0.1 0.0 0.0976
H 4.067723 2.702295 -3.992915 0.0 0.0 0.0 0.1252
H 3.598680 2.227513 -2.348719 0.0 0.0 -0.2 0.0748
H 2.474043 4.591011 -3.918806 0.1 0.1 0.0 0.1127
H 3.449612 4.703215 -2.447800 -0.1 0.0 0.0 0.1121
H 0.700338 4.668630 -2.335894 0.0 0.0 0.1 0.0847
H 1.651226 3.818942 -1.089269 -0.1 -0.2 0.0 0.0826
```
Forces are in eV/Å.

Computed properties:
Multiplicity: 4
Lowest unoccupied orbital energy (alpha / beta): -0.62 / -1.42 eV
Relative energy (zero: lowest compared OMol25 entry of this formula, charge and spin): 90.4 kJ/mol
Expectation value of S²: 3.775
Orbital gap (alpha / beta): 6.9 / 5.8 eV
HOMO (alpha / beta): -7.483 / -7.178 eV

Record 2
C27H29BrNOPtS2Te | ωB97M-V/def2-TZVPD

```
63
Properties=species:S:1:pos:R:3:forces:R:3:lowdin_charge:R:1
Pt -1.435547 2.129222 1.040611 0.1 0.0 0.0 0.2145
C 2.387004 4.391745 2.314797 0.0 0.0 0.0 -0.1658
C 1.024111 4.010521 1.785992 0.0 0.0 0.0 -0.8003
S 0.673080 2.292673 1.860732 -0.1 0.0 0.0 0.5290
C 0.131271 4.889516 1.311367 0.0 0.0 0.0 -0.8265
C 0.370484 6.374324 1.260750 0.0 0.0 0.0 -0.1629
S -1.446062 4.379052 0.728763 0.0 0.0 0.0 0.3930
H 2.981898 3.493135 2.485409 0.0 0.0 0.0 0.0402
H 2.322502 4.931264 3.266115 0.0 0.0 0.0 0.0671
H 2.938162 5.023636 1.611672 0.0 0.0 0.0 0.0588
H 1.414146 6.628297 1.457160 0.0 0.0 0.0 0.0485
H -0.247340 6.897063 1.999528 0.0 0.0 0.0 0.0621
H 0.099181 6.776155 0.280082 0.0 0.0 0.0 0.0534
Br -3.817896 1.950599 0.161981 0.0 0.0 0.0 -0.2701
C 0.147742 -4.895188 -5.630177 0.0 0.0 0.0 -0.0745
C -0.093076 -3.887222 -4.535590 0.0 0.0 0.0 -0.2962
C 0.181848 -4.186047 -3.207988 0.0 0.0 0.0 -0.0390
C -0.030023 -3.261605 -2.186811 0.0 0.0 0.0 -0.2914
C 0.301502 -3.667679 -0.774421 0.0 0.0 0.0 -0.0722
C -0.528040 -1.983671 -2.489278 0.0 0.0 0.0 -0.3035
Te -1.039161 -0.500860 -0.841364 0.0 0.0 0.0 1.5647
N -1.383618 0.081193 1.266401 0.1 0.0 -0.2 -0.4243
C -1.590206 -0.888616 2.122022 0.0 -0.1 0.0 -0.6611
O -1.415225 -2.117874 1.910889 0.1 0.1 0.0 -0.1105
C -2.063497 -0.502841 3.515158 0.0 0.0 0.0 -0.1344
C -1.757311 -1.365120 4.565131 0.0 0.0 0.0 -0.0426
C -2.160417 -1.078847 5.860894 0.0 0.0 0.0 -0.1159
C -2.898413 0.069953 6.120209 0.0 0.0 0.0 -0.1293
C -3.225954 0.921225 5.073984 0.0 0.0 0.0 -0.0937
C -2.808712 0.641425 3.778947 0.0 0.0 0.0 -0.0427
C 1.040944 -0.359646 -0.420277 0.0 -0.1 0.0 -0.4127
C 1.546212 -1.040616 0.681442 0.0 0.0 0.0 -0.1532
C 2.889586 -0.942267 1.013743 0.0 0.0 0.0 -0.1003
C 3.732632 -0.152789 0.247577 0.0 0.0 0.0 -0.1085
C 3.225076 0.531682 -0.845638 0.0 0.0 0.0 -0.0707
C 1.880164 0.442530 -1.196696 0.0 0.0 0.0 -0.3157
C 1.354961 1.249694 -2.350137 0.0 0.0 0.0 -0.0700
C -0.832351 -1.683920 -3.825422 0.0 0.0 0.0 -0.3156
C -1.409388 -0.357114 -4.269967 0.0 0.0 0.0 -0.0984
C -0.603625 -2.632032 -4.824156 0.0 0.0 0.0 -0.0484
H 0.488743 -5.845738 -5.217217 0.0 0.0 0.0 0.0626
H 0.908066 -4.544711 -6.333099 0.0 0.0 0.0 0.0696
H -0.762347 -5.085534 -6.204422 0.0 0.0 0.0 0.0688
H 0.567450 -5.170711 -2.954925 0.0 0.0 0.0 0.1020
H 0.331381 -4.756201 -0.685258 0.0 0.0 0.0 0.0696
H -0.413794 -3.271391 -0.050029 0.0 0.0 0.0 0.0419
H 1.281113 -3.278942 -0.486075 0.0 0.0 0.0 0.0716
H -1.202414 -2.263892 4.329197 0.0 0.0 0.0 0.1030
H -1.902141 -1.753801 6.670052 0.0 0.0 0.0 0.0832
H -3.217734 0.298007 7.131510 0.0 0.0 0.0 0.0816
H -3.806324 1.817125 5.261489 0.0 0.0 0.0 0.0940
H -3.065387 1.308689 2.966164 0.0 0.0 0.0 0.0341
H 0.878164 -1.654283 1.272959 -0.1 0.1 0.1 0.0856
H 3.268521 -1.469695 1.881420 0.0 0.0 0.0 0.0942
H 4.780983 -0.055516 0.507726 0.0 0.0 0.0 0.0872
H 3.877162 1.172756 -1.430361 0.0 0.0 0.0 0.0969
H 2.153313 1.841587 -2.801804 0.0 0.0 0.0 0.0700
H 0.569851 1.927341 -2.004734 0.0 0.0 0.0 0.0746
H 0.924600 0.604976 -3.119007 0.0 0.0 0.0 0.0537
H -1.671172 0.290101 -3.436594 0.0 0.0 0.0 0.0182
H -2.308961 -0.517680 -4.868896 0.0 0.0 0.0 0.0730
H -0.694083 0.183527 -4.896204 0.0 0.0 0.0 0.0733
H -0.841648 -2.376977 -5.855324 0.0 0.0 0.0 0.1104
```
Forces are in eV/Å.

Computed properties:
Multiplicity: 2
Lowest unoccupied orbital energy (alpha / beta): 4.19 / 4.18 eV
Relative energy (zero: lowest compared OMol25 entry of this formula, charge and spin): 13.0 kJ/mol
Expectation value of S²: 0.762
Orbital gap (alpha / beta): 4.8 / 4.8 eV
HOMO (alpha / beta): -0.582 / -0.660 eV
Charge: -2

Record 3
C27H29F3MoN7PS2 | ωB97M-V/def2-TZVPD

```
70
Properties=species:S:1:pos:R:3:forces:R:3:lowdin_charge:R:1
Mo -0.835928 0.181294 -0.127687 0.0 0.9 -0.1 0.8850
S 0.985137 1.533278 -1.153759 -0.1 -0.1 -0.1 0.6417
C 0.484103 1.798584 -2.803075 0.5 0.2 -0.1 -0.7360
C 1.479019 2.333252 -3.705348 -0.3 -0.1 0.2 -0.2776
N 2.272756 2.762548 -4.418239 0.0 0.0 0.0 0.1600
C -0.759685 1.538446 -3.245148 -0.4 0.0 -0.4 -0.7418
S -2.028288 0.917479 -2.214682 0.1 0.0 0.0 0.6258
C -1.113486 1.737571 -4.630976 0.1 -0.1 0.3 -0.2921
N -1.418882 1.831638 -5.736675 0.0 0.0 0.0 0.1609
C -2.884721 5.336065 0.929194 0.1 -0.1 0.1 0.0007
N -2.321996 4.026658 1.229475 0.0 0.2 0.1 -0.1136
C -2.131108 3.479625 2.480619 -0.1 0.1 -0.1 -0.0398
C -1.630935 2.236731 2.273408 0.1 0.0 -0.1 -0.1090
N -1.509417 2.020745 0.917587 0.0 -0.2 0.1 -0.1041
C -1.938006 3.115834 0.324784 0.0 0.0 0.0 -0.1551
H -2.589797 6.034956 1.707609 0.0 0.0 0.0 0.0929
H -3.970389 5.284637 0.875954 0.0 0.0 0.0 0.0962
H -2.490796 5.684536 -0.021497 0.0 0.0 0.0 0.0961
H -2.361199 4.018715 3.382739 0.0 0.0 0.0 0.1218
H -1.322425 1.500485 2.993033 0.0 0.0 0.0 0.0915
H -1.980452 3.267441 -0.740702 0.0 0.0 0.0 0.1092
F 5.345864 2.030032 7.037468 0.0 0.1 -0.1 0.1318
C 5.129343 2.869231 6.007044 0.0 -0.1 -0.1 -0.5787
F 6.325876 3.152991 5.457655 -0.1 0.0 0.1 0.1357
F 4.657009 4.020269 6.530352 0.1 -0.1 0.0 0.1387
C 4.181968 2.285718 4.995205 0.0 0.1 0.1 -0.1265
C 4.183893 2.781769 3.698004 0.0 0.0 -0.1 -0.0019
C 3.291954 2.283329 2.765791 0.0 0.0 0.0 -0.0043
C 2.388440 1.278261 3.122670 -0.1 0.0 -0.2 -0.2334
C 2.399237 0.787063 4.427727 0.0 0.0 0.1 -0.0197
C 3.290663 1.289983 5.362462 -0.1 -0.1 0.0 -0.0073
C 1.462516 0.772397 2.145354 0.3 -0.2 0.3 -0.1120
C 0.688223 0.330812 1.318540 -0.1 0.4 0.0 -0.3362
H 4.888733 3.552276 3.414398 0.0 0.0 0.0 0.1252
H 3.286732 2.655960 1.749991 0.0 0.0 0.0 0.1217
H 1.709569 -0.000052 4.705075 0.0 0.0 0.0 0.1101
H 3.298463 0.900343 6.371494 0.0 0.0 0.0 0.1207
C -1.442200 -1.425185 3.109179 -0.1 0.0 0.0 -0.2282
P -0.974942 -1.778750 1.396499 0.1 -0.1 0.0 0.7286
C 0.587192 -2.697704 1.523191 0.0 0.0 0.1 -0.2400
C -2.133975 -3.099771 0.929556 0.0 0.0 0.0 -0.2474
H -1.442860 -2.356295 3.677660 0.0 0.0 0.0 0.0544
H -2.442991 -0.992352 3.125987 0.0 0.0 0.0 0.0510
H -0.732146 -0.725866 3.546233 0.0 0.0 0.0 0.0238
H 0.429563 -3.600429 2.115254 0.0 0.0 0.0 0.0494
H 1.344335 -2.070710 1.987496 0.0 0.0 0.0 0.0333
H 0.935432 -2.972438 0.528489 0.0 0.0 0.0 0.0401
H -1.932401 -3.980088 1.541858 0.0 0.0 0.0 0.0492
H -2.007414 -3.355639 -0.122757 0.0 0.0 0.0 0.0311
H -3.157541 -2.763217 1.066989 0.0 0.0 0.0 0.0273
N -4.018888 -0.487219 0.299638 0.1 0.0 0.1 0.0246
C -2.893163 -0.264562 0.146856 -0.3 -0.1 0.0 -0.5545
N -0.272056 -1.382708 -1.413556 0.3 -0.6 0.0 0.0106
C -0.355290 -2.056594 -2.349881 -0.3 0.1 -0.2 -0.2001
N -0.470412 -2.696585 -3.476831 0.2 0.0 0.0 -0.0592
C -0.481642 -1.893204 -4.728640 -0.1 -0.1 0.2 -0.1152
C 0.159880 -2.699096 -5.841202 0.1 0.0 0.0 -0.1708
C -0.500179 -4.069438 -5.974991 -0.1 0.0 0.0 -0.1966
C -0.428213 -4.833256 -4.654081 0.1 0.0 0.0 -0.1804
C -1.078338 -4.038564 -3.534611 0.0 0.2 0.0 -0.1317
H 0.045273 -0.962743 -4.534114 0.1 0.0 0.0 0.1195
H -1.521188 -1.646019 -4.961396 0.0 0.0 0.0 0.1364
H 1.224980 -2.820176 -5.623976 0.0 0.0 0.0 0.1225
H 0.080354 -2.127457 -6.766580 0.0 0.0 0.0 0.1218
H -0.028796 -4.644407 -6.772225 0.0 0.0 0.0 0.1122
H -1.550421 -3.938585 -6.258645 0.0 0.0 0.0 0.1181
H 0.618060 -5.016570 -4.393855 0.0 0.0 0.0 0.1199
H -0.921616 -5.803387 -4.729825 0.0 0.0 0.0 0.1157
H -0.949501 -4.514692 -2.564268 0.0 0.0 0.0 0.1235
H -2.150909 -3.917171 -3.719323 0.0 0.0 0.0 0.1345
```
Forces are in eV/Å.

Computed properties:
Multiplicity: 3
Lowest unoccupied orbital energy (alpha / beta): 0.23 / -1.09 eV
Relative energy (zero: lowest compared OMol25 entry of this formula, charge and spin): 0.0 kJ/mol
Expectation value of S²: 2.027
Orbital gap (alpha / beta): 7.5 / 6.5 eV
HOMO (alpha / beta): -7.296 / -7.566 eV

Look up the relative energy (zero: lowest compared OMol25 entry of this formula, charge and spin) of the third one.
0.0 kJ/mol

Look up the relative energy (zero: lowest compared OMol25 entry of this formula, charge and spin) of the second one.
13.0 kJ/mol